(P)
{"formula": "C6H39NO13", "method": "ωB97M-V/def2-TZVPD", "species": ["H", "H", "O", "H", "O", "H", "H", "H", "H", "O", "O", "H", "H", "H", "H", "H", "H", "C", "O", "H", "H", "O", "H", "H", "O", "N", "H", "O", "H", "H", "H", "H", "H", "H", "H", "H", "H", "O", "H", "H", "C", "H", "H", "C", "C", "O", "H", "O", "C", "O", "H", "H", "H", "H", "O", "H", "C", "H", "H"], "coordinates": [[1.948, 2.201, 1.071], [-4.984, 0.199, -1.535], [3.607, 1.929, -1.125], [-0.784, -2.663, -0.543], [-0.291, -3.489, -0.307], [1.917, -1.280, 2.409], [-1.574, -1.572, 3.013], [3.572, -2.397, -2.574], [-1.223, -2.993, 1.971], [-2.248, 2.271, -3.321], [1.614, 0.328, -0.126], [-0.315, -0.083, 1.659], [0.852, -2.349, -2.312], [2.711, -2.357, -1.149], [-3.730, -0.265, -2.362], [-1.690, 0.405, -0.818], [-2.496, 2.562, -2.441], [-1.045, 2.078, 0.428], [-4.103, -0.061, -1.519], [0.956, 1.941, -2.746], [1.408, 3.071, 4.274], [1.912, 2.285, 4.082], [-2.097, 2.465, 0.390], [0.958, -2.942, 1.083], [-0.029, -2.347, -2.704], [-0.715, -0.439, 0.781], [-0.896, 1.996, 1.490], [2.147, -0.628, 3.115], [-0.212, 2.538, -1.775], [-2.254, -1.542, -0.015], [1.463, 2.547, -1.161], [1.326, 1.533, 3.809], [-2.955, -2.513, 2.380], [0.249, -0.202, -1.771], [-0.021, -3.079, -3.333], [-2.727, -0.251, 1.042], [2.869, 2.609, 2.194], [-0.103, 0.592, 3.711], [-1.512, -1.088, -3.043], [-2.655, -1.222, -4.027], [-1.968, -2.137, 2.174], [3.574, 2.745, -1.667], [0.735, -0.087, 3.721], [-2.056, -1.117, 0.943], [0.482, 0.586, -1.021], [2.756, -2.615, -2.085], [-0.588, 0.332, 4.489], [-2.365, -0.734, -3.288], [-0.831, 0.723, -0.176], [2.599, 2.864, 1.292], [-0.546, 2.966, 0.088], [3.472, 2.296, -0.244], [2.447, 0.636, -0.525], [2.376, 0.122, 2.552], [1.602, -2.226, 1.000], [-2.315, 1.313, -3.270], [0.686, 1.935, -1.654], [0.011, -3.918, -1.189], [1.080, -1.471, 0.663]], "total_charge": 0, "e_lumo_ev": 0.048, "homo_lumo_gap_ev": 8.79}

(Q)
{"formula": "C6H39NO13", "method": "ωB97M-V/def2-TZVPD", "species": ["H", "H", "C", "H", "O", "H", "H", "C", "H", "H", "H", "H", "O", "H", "H", "H", "H", "H", "O", "O", "C", "O", "H", "H", "H", "H", "H", "H", "H", "O", "H", "H", "H", "O", "H", "H", "H", "O", "N", "H", "H", "O", "C", "O", "H", "H", "H", "H", "H", "H", "O", "O", "H", "O", "H", "C", "H", "C", "H"], "coordinates": [[-0.444, 3.548, -0.353], [-1.663, -0.696, 0.445], [1.572, 2.786, -1.153], [-2.317, -3.100, -2.302], [-1.626, -2.146, 3.116], [-0.687, -0.298, 1.804], [-4.158, -0.856, 1.104], [-0.707, -0.410, 0.702], [-1.728, -3.154, 0.294], [-2.528, 1.832, 2.646], [-0.730, -1.790, -1.292], [1.158, 5.064, 0.314], [-1.807, -3.379, -2.975], [-1.118, -3.931, -2.629], [-3.163, 2.041, 0.257], [0.973, 2.213, -1.887], [-2.063, -1.329, 3.195], [2.834, 1.292, 2.965], [4.195, 0.703, -1.352], [-4.856, -1.603, 0.860], [-0.355, 0.821, 0.004], [-0.436, -2.311, -0.569], [3.112, -2.110, -0.270], [3.439, 0.761, -0.775], [2.067, 3.684, -1.668], [0.390, 0.602, -0.825], [-4.379, 2.852, -0.314], [3.905, 0.666, -2.253], [-0.781, -0.969, -4.521], [1.867, -0.880, -3.057], [1.341, 1.507, 1.097], [2.251, -1.317, -2.220], [2.415, -1.295, -3.795], [-3.923, 1.982, -0.150], [2.458, -0.516, 1.469], [2.428, 2.321, -0.749], [0.981, 4.240, 1.858], [2.167, 0.661, 2.983], [0.332, 1.892, 0.896], [3.605, -1.178, 2.078], [3.368, -3.089, -1.296], [-2.998, 0.864, 2.592], [1.389, 4.173, 0.908], [-2.434, -3.539, 0.791], [2.505, 4.072, 0.907], [0.611, -2.330, 1.099], [-2.103, -4.238, 1.327], [-2.413, -2.611, 3.087], [1.067, -1.070, -0.205], [-0.753, 0.711, -4.845], [2.647, -2.726, -0.975], [3.338, -0.804, 1.289], [-4.500, -2.343, 1.141], [-0.805, -0.238, -5.235], [-1.296, 1.359, -0.309], [0.277, -1.585, 0.348], [1.234, 0.935, 3.118], [0.565, 3.087, 0.056], [-3.720, 1.170, 3.223]], "total_charge": 0, "e_lumo_ev": -0.148, "homo_lumo_gap_ev": 9.48}

In terms of stability, (P) leads; the second structure lies 402.9 kJ/mol higher.

(P)
{"formula": "CH6NO2", "method": "ωB97M-V/def2-TZVPD", "species": ["C", "N", "O", "H", "H", "H", "H", "H", "O", "H"], "coordinates": [[-0.253, -1.180, 0.370], [0.457, 0.026, 0.305], [0.030, 2.764, -0.028], [-0.343, 2.891, -0.905], [0.188, -1.981, 0.976], [-1.320, -1.081, 0.614], [1.204, -0.056, 0.987], [0.367, -1.345, -1.410], [-0.369, -1.802, -0.980], [0.039, 1.765, 0.070]], "total_charge": -1, "e_lumo_ev": 4.754, "homo_lumo_gap_ev": 7.19}

(Q)
{"formula": "CH6NO2", "method": "ωB97M-V/def2-TZVPD", "species": ["H", "C", "H", "O", "N", "H", "O", "H", "H", "H"], "coordinates": [[-1.493, -0.634, -1.493], [0.211, -1.002, -0.719], [0.789, 1.307, 1.014], [-0.858, -1.254, -1.745], [0.039, 0.075, 0.180], [-0.844, 0.204, 0.631], [0.803, 2.132, 1.710], [1.223, -0.807, -1.285], [0.298, -2.015, -0.273], [-0.167, 1.993, 1.978]], "total_charge": -1, "e_lumo_ev": 4.635, "homo_lumo_gap_ev": 7.16}

(R)
{"formula": "CH6NO2", "method": "ωB97M-V/def2-TZVPD", "species": ["O", "H", "N", "H", "C", "O", "H", "H", "H", "H"], "coordinates": [[0.568, -0.169, -2.055], [0.055, 0.522, -2.492], [0.608, 0.490, 1.585], [1.383, 0.234, 0.977], [-0.600, 0.410, 0.741], [-0.703, -0.763, 0.005], [0.526, -0.244, 2.277], [-0.595, 1.263, 0.069], [-1.465, 0.464, 1.411], [-0.205, -0.584, -0.910]], "total_charge": -1, "e_lumo_ev": 4.715, "homo_lumo_gap_ev": 8.24}

In terms of stability, (R) leads; the second structure lies 59.1 kJ/mol higher.

(P)
{"formula": "C5H4N2S", "method": "ωB97M-V/def2-TZVPD", "species": ["S", "N", "H", "C", "H", "C", "C", "C", "C", "H", "H", "N"], "coordinates": [[-0.727, 0.976, 0.341], [1.663, -0.252, 2.926], [0.341, 3.021, -2.213], [0.900, -0.642, 2.131], [-1.038, -1.191, 1.556], [-0.257, 2.451, -1.435], [0.014, -1.659, -0.087], [0.091, -2.661, -0.819], [-0.208, -0.736, 1.064], [-1.224, 3.016, -1.091], [0.166, -3.608, -1.477], [0.279, 1.284, -0.895]], "total_charge": 0, "e_lumo_ev": -0.038, "homo_lumo_gap_ev": 8.95}

(Q)
{"formula": "C5H4N2S", "method": "ωB97M-V/def2-TZVPD", "species": ["H", "C", "N", "H", "C", "C", "S", "N", "H", "C", "H", "C"], "coordinates": [[1.410, 0.298, -1.064], [-0.550, 0.841, 0.040], [-0.423, -2.543, -0.749], [-1.328, -0.277, 1.659], [-0.505, -1.688, -0.009], [0.853, -0.477, 1.544], [-1.586, 2.056, 0.369], [1.818, -0.517, 2.190], [0.041, 0.087, -1.928], [0.330, 0.810, -1.203], [0.336, 1.791, -1.739], [-0.396, -0.381, 0.890]], "smiles": "CC(=S)C(C#N)C#N", "total_charge": 0, "e_lumo_ev": -1.336, "homo_lumo_gap_ev": 8.55}

In terms of stability, (Q) leads; the second structure lies 264.4 kJ/mol higher.

(P)
{"formula": "C30H34F6N6O3STi", "method": "ωB97M-V/def2-TZVPD", "species": ["C", "C", "C", "H", "C", "H", "F", "C", "H", "C", "C", "C", "H", "C", "C", "C", "H", "C", "H", "F", "H", "F", "C", "F", "C", "H", "C", "N", "S", "H", "C", "O", "C", "H", "F", "H", "O", "C", "H", "C", "H", "C", "H", "H", "C", "H", "N", "H", "H", "H", "N", "H", "H", "H", "H", "H", "H", "H", "Ti", "H", "H", "H", "N", "H", "C", "C", "C", "F", "C", "H", "H", "N", "C", "H", "C", "O", "C", "N", "H", "C", "C"], "coordinates": [[4.757, 2.398, 2.239], [1.993, -2.350, -0.519], [3.331, -0.347, -0.020], [0.175, -4.262, -2.577], [5.795, 1.009, 0.422], [5.571, 3.091, 2.023], [-2.112, 2.041, 0.772], [2.263, -4.346, -2.066], [0.979, -4.779, 1.602], [5.716, -0.014, -0.515], [0.811, -4.762, -1.840], [0.404, -4.332, -0.433], [3.826, 2.963, 2.287], [3.183, -5.010, -1.040], [-2.591, 0.862, -4.841], [-0.602, 0.595, -3.504], [1.673, 3.442, 2.876], [4.675, 1.324, 1.185], [7.595, 0.413, -1.491], [-1.389, 1.169, 3.270], [4.519, -1.458, -1.454], [0.549, 1.679, 4.038], [1.293, -5.040, 0.588], [0.394, 0.217, 2.487], [-1.334, 2.980, 1.297], [-3.176, 0.599, -5.712], [-3.561, -1.932, 1.030], [-1.482, -0.866, 0.679], [0.921, -0.064, -3.132], [0.240, -2.507, 0.708], [-3.082, 1.765, -3.900], [-0.668, -0.225, -0.173], [4.516, -0.680, -0.712], [4.218, -4.691, -1.212], [-2.052, 3.569, 2.283], [6.725, 1.548, 0.567], [-0.331, 1.938, -1.646], [-0.125, 1.377, 2.899], [1.203, -6.125, 0.469], [-2.686, -1.232, 0.179], [-0.932, -0.413, -5.343], [6.919, -0.426, -1.324], [1.709, -2.355, -2.663], [-2.600, 2.786, -2.054], [-1.356, 0.291, -4.643], [0.069, 4.121, 3.254], [-4.296, -2.516, 1.707], [2.630, 0.872, 1.590], [2.572, -4.642, -3.075], [3.903, -2.793, 0.447], [-1.096, 1.528, -2.642], [-0.105, -2.330, -1.021], [2.305, 2.078, -2.419], [0.690, -5.844, -1.966], [6.610, -0.828, -2.289], [7.475, -1.213, -0.809], [3.389, -5.095, 1.108], [0.859, 4.486, 1.700], [0.751, 0.608, -0.513], [3.145, -6.099, -1.150], [4.939, 1.964, 3.225], [3.342, 1.921, -1.135], [2.072, -0.882, -0.242], [-0.642, -4.603, -0.255], [0.065, 2.500, 1.798], [-3.116, -0.978, -1.136], [2.742, -4.608, 0.368], [-1.169, 3.926, 0.349], [-2.306, 2.083, -2.818], [2.502, -2.789, 1.517], [3.388, -2.538, -2.221], [2.377, 2.074, -1.409], [3.486, 0.648, 0.972], [-4.062, 2.206, -3.999], [0.708, 3.728, 2.467], [0.841, 2.033, 0.763], [0.546, -2.816, -0.292], [-3.430, -0.763, -2.230], [2.071, 2.970, -1.045], [2.376, -2.823, -1.944], [2.857, -3.092, 0.527]], "total_charge": -1, "spin_multiplicity": 2, "e_lumo_ev": [2.325, 2.325], "homo_lumo_gap_ev": [5.40, 7.39]}

(Q)
{"formula": "C30H34F6N6O3STi", "method": "ωB97M-V/def2-TZVPD", "species": ["H", "C", "C", "H", "C", "N", "H", "C", "H", "H", "F", "C", "H", "C", "F", "C", "C", "C", "C", "H", "H", "H", "H", "C", "H", "H", "C", "C", "H", "H", "H", "C", "H", "C", "C", "H", "Ti", "C", "C", "C", "C", "H", "H", "H", "F", "C", "H", "N", "F", "H", "H", "H", "N", "H", "C", "C", "N", "C", "C", "N", "H", "H", "H", "H", "O", "H", "C", "C", "O", "H", "O", "F", "S", "C", "F", "H", "H", "C", "H", "C", "N"], "coordinates": [[-0.630, 1.493, 3.004], [-0.668, 2.895, -0.134], [-0.569, 2.298, 2.267], [-4.273, 1.882, 1.072], [0.816, -0.012, 1.527], [-2.245, -1.651, -1.398], [2.143, 1.632, -1.503], [3.490, 0.753, 4.129], [4.538, -2.427, -2.601], [0.428, 2.736, 2.340], [4.666, -0.771, 0.351], [-3.103, 3.416, 0.102], [0.351, 3.297, -0.080], [1.834, 0.618, 2.259], [2.991, -4.220, -0.685], [1.096, -1.240, -6.228], [4.135, -1.974, 0.060], [2.474, -0.009, 3.317], [3.904, -1.570, -2.374], [-2.666, -3.330, -0.303], [-2.166, 5.332, 1.819], [3.218, -1.398, -3.196], [-5.671, -1.970, -3.064], [-0.749, -2.071, -4.884], [4.527, -0.687, -2.229], [-0.441, 4.973, 1.666], [-1.686, 3.994, 0.186], [-4.303, -2.798, -1.610], [2.157, 1.611, 1.971], [-4.944, -3.612, -1.305], [-3.131, 2.040, 3.276], [-4.705, -1.876, -2.586], [-2.322, 0.384, 1.569], [0.886, -3.452, 3.187], [1.196, -2.007, 2.889], [-1.382, 3.765, 3.608], [0.416, -0.488, -1.125], [3.100, -1.815, -1.092], [2.155, -1.326, 3.627], [0.520, -1.338, 1.879], [-0.790, 1.721, 0.852], [1.874, 0.790, -2.918], [4.178, 0.083, 4.646], [2.984, 1.359, 4.886], [3.594, -2.456, 1.187], [0.505, -1.423, -4.962], [-0.278, -1.844, 1.355], [1.437, 1.290, -2.140], [2.078, -3.525, -2.494], [2.683, -1.835, 4.428], [-3.839, 4.206, 0.290], [4.068, 1.427, 3.496], [1.170, -0.965, -3.874], [-3.733, 3.628, 2.780], [-3.855, -0.861, -2.936], [-3.011, 2.840, 2.538], [1.576, -1.091, -7.271], [-1.589, 3.394, 2.598], [-1.444, 4.539, 1.594], [0.114, 0.607, 0.475], [0.904, 2.059, -2.519], [-2.453, 0.775, -0.146], [-4.117, -0.132, -3.687], [1.791, -3.982, 3.486], [-1.083, -1.582, -0.752], [0.476, -3.944, 2.304], [-2.598, -0.709, -2.322], [-2.244, 1.192, 0.832], [0.550, -1.236, -2.724], [-0.845, 2.530, -1.144], [2.261, -0.800, -0.714], [1.130, -3.109, -0.587], [-1.565, 0.598, -2.633], [-3.070, -2.661, -1.048], [5.175, -2.779, -0.259], [-3.280, 3.017, -0.902], [-1.582, 4.807, -0.541], [2.322, -3.175, -1.227], [0.158, -3.542, 3.997], [-3.260, 2.295, 1.134], [-1.783, -2.583, -4.784]], "total_charge": -1, "spin_multiplicity": 2, "e_lumo_ev": [2.407, 2.407], "homo_lumo_gap_ev": [5.39, 7.50]}

In terms of stability, (P) leads; the second structure lies 12.4 kJ/mol higher.